No. 1
Density functional theory data (wB97M-V/def2-TZVPD) for C5H8O2 in the gas phase.

CARTESIAN COORDINATES (ANGSTROEM)
C -1.30529 -0.05614 0.45073
C -0.98231 0.22587 -0.96716
O -0.07942 1.13157 -1.26772
C 0.79304 1.66477 -0.45640
C 1.57781 -0.91708 -0.03292
O 0.76302 -1.40389 0.88429
C -0.49234 -1.14221 1.09709
H -1.27075 0.88163 1.04584
H -2.34862 -0.39035 0.49127
H -1.54226 -0.12456 -1.82145
H 0.68979 1.57318 0.61459
H 1.43040 2.40144 -0.92372
H 1.12544 -0.68515 -0.98741
H 2.56258 -1.36256 0.02627
H -0.92109 -1.79652 1.84669

ΔE to the lowest compared entry with this formula, charge and spin: 168.0 kcal per mole
E_HOMO (spin up / spin down): -7.030 / -6.949 eV

***

No. 2
Density functional theory data (wB97M-V/def2-TZVPD) for C5H6 in the gas phase.

CARTESIAN COORDINATES (ANGSTROEM)
C 2.45467 -0.18241 0.31662
C 1.28585 0.03751 0.11131
C -0.12706 0.13863 -0.00994
C -0.77213 1.48411 -0.24337
C -1.01805 -1.11005 0.05579
H 3.50467 -0.13532 0.61304
H -1.87731 1.41346 -0.36115
H 0.02034 2.26216 -0.43421
H -0.36132 -1.89107 -0.51284
H -1.81409 -0.87608 -0.63067
H -1.29556 -1.14094 1.09543

ΔE to the lowest compared entry with this formula, charge and spin: 65.9 kcal per mole
E_HOMO: -8.593 eV
SMILES: C#CC(=C)C

***

No. 3
Density functional theory data (wB97M-V/def2-TZVPD) for a molecular structure, C3H8O4.

CARTESIAN COORDINATES (ANGSTROEM)
O -2.14394 0.76088 -1.76070
H -1.80298 1.64973 -2.00961
H -1.46159 0.39453 -1.15370
O 1.33806 0.48641 -0.16600
O -0.76506 0.05785 -0.24377
O 0.36578 0.27416 1.73512
C 0.43043 -0.29448 -0.89078
C 1.58311 0.08508 1.11877
C -0.72205 -0.37094 1.04167
H 0.69163 -1.36776 -0.96350
H 0.36387 0.10623 -1.92056
H 2.33522 0.77026 1.55500
H 2.03916 -0.92191 1.06009
H -1.65679 -0.16015 1.59599
H -0.59483 -1.46989 1.00196

ΔE to the lowest compared entry with this formula, charge and spin: 81.4 kcal per mole
E_HOMO: -9.968 eV

***

No. 4
Density functional theory data (wB97M-V/def2-TZVPD) for a molecular structure, C4H4N2O2.

CARTESIAN COORDINATES (ANGSTROEM)
C 1.91908 0.25095 0.00447
C 0.70613 0.28110 -0.16385
C -0.16441 1.40523 -0.08122
C -1.27808 -0.27994 0.12732
H 2.06125 -1.59202 0.28446
H 2.38649 1.21234 0.49100
H -0.01363 2.49723 -0.23356
H -2.40773 -1.89458 0.15972
N -1.37312 1.13110 0.14044
N -0.12419 -0.77363 -0.18675
O 2.70175 -0.73703 0.05051
O -2.53195 -0.84664 -0.01274

ΔE to the lowest compared entry with this formula, charge and spin: 81.4 kcal per mole
E_HOMO: -9.204 eV

***

No. 5
Density functional theory data (wB97M-V/def2-TZVPD) for C4H5NO2 in the gas phase.

CARTESIAN COORDINATES (ANGSTROEM)
C -0.21745 -1.97642 -0.61753
O -0.93623 -0.86058 -1.18536
C -0.70951 0.51612 -0.36724
N -1.75106 -0.13622 -0.07965
O 0.13779 1.90113 1.91663
C 0.72230 2.01046 0.85368
C 0.36122 1.32951 -0.37688
H 0.53563 -1.61352 0.08710
H -0.94295 -2.62516 -0.12392
H 0.25610 -2.47573 -1.46440
H 1.61580 2.66112 0.75855
H 0.89900 1.49345 -1.30244

ΔE to the lowest compared entry with this formula, charge and spin: 127.3 kcal per mole
E_HOMO: -8.989 eV

***

No. 6
Density functional theory data (wB97M-V/def2-TZVPD) for 10 unconnected molecules or ions with the total composition C30H83O33P3S7.

CARTESIAN COORDINATES (ANGSTROEM)
C 0.18395 6.93449 -1.44844
C -0.89400 5.87196 -1.45473
O -2.09862 6.37437 -0.89752
S -3.41234 5.37173 -0.89881
C -3.04846 4.77910 0.76037
O -4.65057 6.17111 -0.87931
O -3.08723 4.23968 -1.79088
H -0.19808 7.92701 -1.68730
H 0.90657 6.63093 -2.20591
H 0.65235 6.83946 -0.46881
H -1.11716 5.59907 -2.48616
H -0.42370 5.00476 -0.99117
H -2.24907 4.07144 0.54062
H -3.92746 4.23437 1.10495
H -2.81225 5.61991 1.41256
C 0.47604 -1.48244 -4.84085
C 1.97144 -1.54469 -4.65984
O 2.28779 -2.13497 -3.43335
S 3.44771 -1.43934 -2.50484
C 4.90108 -1.77215 -3.61972
O 3.26568 -0.02099 -2.48151
O 3.63386 -2.20057 -1.25504
H 0.23765 -1.54965 -5.90233
H 0.16017 -0.51041 -4.46206
H -0.12072 -2.28001 -4.39827
H 2.45148 -1.96886 -5.54174
H 2.40794 -0.54614 -4.68139
H 4.94164 -2.79189 -4.00259
H 5.76719 -1.44193 -3.04621
H 4.88401 -1.11468 -4.48893
C 1.29252 3.29217 6.51802
C 0.49028 2.02703 6.66258
O 1.34458 0.94487 6.45173
S 1.03773 -0.01502 5.10146
C 1.96717 1.00434 3.83384
O 1.79692 -1.27203 5.30512
O -0.36941 -0.06333 4.73581
H 2.09552 3.38681 7.24900
H 0.73056 4.20317 6.72384
H 1.71949 3.43249 5.52499
H 0.03751 1.99231 7.65348
H -0.40141 2.04417 6.03593
H 3.02517 0.96104 4.09243
H 1.64768 2.04234 3.92640
H 1.81126 0.58872 2.83832
C -5.73746 2.49202 -1.23963
C -4.54947 1.49909 -0.89727
O -5.18531 0.37742 -0.39356
S -4.12451 -0.82061 0.18612
C -3.61929 -0.02687 1.77923
O -4.84270 -2.05264 0.51742
O -3.00454 -0.90186 -0.75199
H -6.05510 3.18501 -0.46055
H -6.66169 1.98013 -1.50769
H -5.50692 3.17139 -2.06026
H -3.85726 1.11762 -1.64788
H -3.97614 1.94858 -0.08650
H -4.58257 0.21673 2.22740
H -3.07841 0.87300 1.48632
H -2.99112 -0.69945 2.36330
C 2.56113 -4.34187 3.34613
C 3.35960 -5.55962 3.74402
O 3.78466 -6.11418 2.53417
S 4.26841 -7.68254 2.51928
C 6.04103 -7.37501 2.95739
O 3.53658 -8.33209 3.63381
O 4.13203 -8.15764 1.14639
H 2.37712 -3.65294 4.17052
H 1.63841 -4.53514 2.79902
H 3.07736 -3.65019 2.68040
H 4.25691 -5.14616 4.20445
H 2.79929 -6.23632 4.38918
H 6.24102 -6.55646 2.26596
H 6.74078 -8.18849 2.76574
H 6.07374 -6.97237 3.96976
C 0.99988 -1.97226 0.91362
C 0.20865 -0.70444 0.87585
O 1.00260 0.34547 0.40553
S 0.24484 1.62644 -0.30595
C -0.17817 0.92483 -1.94131
O -0.94240 1.88104 0.51486
O 1.29590 2.65959 -0.38114
H 0.35729 -2.85023 0.97969
H 1.74426 -1.94536 1.70940
H 1.50348 -1.98762 -0.05295
H -0.65187 -0.85308 0.22354
H -0.25242 -0.59971 1.85796
H 0.72117 1.03840 -2.54662
H -1.05434 1.38798 -2.39508
H -0.41966 -0.12566 -1.77927
C -0.49645 -3.51464 6.25865
C -1.44074 -3.29280 5.13862
O -1.46714 -4.49119 4.39029
S -2.19852 -4.56180 2.91394
C -3.93203 -4.25462 3.41856
O -1.79252 -3.42503 2.09048
O -2.14851 -5.92077 2.40791
H -0.58010 -2.71568 6.99537
H 0.55914 -3.53070 5.98741
H -0.70079 -4.44673 6.78548
H -2.45230 -3.03050 5.44851
H -1.10521 -2.60292 4.36430
H -4.08066 -3.23921 3.78591
H -4.08318 -5.05451 4.14343
H -4.46503 -4.40688 2.48004
C -0.02593 2.33569 -8.63518
O -0.90686 2.89288 -7.65392
P -1.15652 2.06841 -6.23899
O -1.34788 0.62432 -6.36292
O -2.37018 2.90228 -5.65012
C -3.20701 2.30029 -4.70180
O 0.15539 2.46429 -5.35098
C 1.40885 1.95111 -5.54675
H -0.43600 2.46491 -9.63680
H -0.04661 1.24756 -8.57476
H 0.93872 2.79925 -8.42866
H -3.11457 1.21441 -4.68160
H -4.23287 2.61511 -4.89315
H -2.84487 2.36449 -3.67572
H 2.07571 2.72327 -5.93037
H 1.35750 1.16986 -6.30510
H 1.91631 1.55641 -4.66652
C 3.49982 4.29123 0.83601
O 4.02814 5.10291 1.89697
P 3.80571 6.69796 1.94389
O 4.77292 7.45454 2.78016
O 3.77449 7.04962 0.41154
C 5.03046 7.19346 -0.30647
O 2.28186 6.90350 2.40907
C 1.69359 8.19464 2.53938
H 2.67234 4.64207 0.21933
H 3.23497 3.40788 1.41709
H 4.37306 4.04167 0.23329
H 5.10780 6.42082 -1.07143
H 5.93054 7.19565 0.30831
H 5.04079 8.07545 -0.94685
H 1.34908 8.60789 1.59142
H 2.40792 8.88246 2.99185
H 0.77837 8.19573 3.13138
C -3.56471 -7.79240 -3.54431
O -2.50869 -7.18583 -2.86120
P -2.36314 -5.56429 -2.95891
O -2.01976 -4.97468 -4.26208
O -3.76638 -5.08358 -2.32018
C -4.17675 -5.28392 -0.95334
O -1.36646 -5.24150 -1.73432
C -1.05841 -3.94422 -1.31917
H -3.36128 -8.86307 -3.56417
H -3.62849 -7.55861 -4.60703
H -4.53648 -7.62043 -3.08150
H -5.04824 -5.93670 -0.90352
H -4.44499 -4.29847 -0.57249
H -3.37107 -5.64597 -0.31468
H 0.02665 -3.84116 -1.30779
H -1.45055 -3.63283 -0.35100
H -1.37925 -3.21973 -2.06769

ΔE to the lowest compared entry with this formula, charge and spin: 91.7 kcal per mole
E_HOMO: -10.254 eV
SMILES: CCOS(C)(=O)=O.CCOS(C)(=O)=O.CCOS(C)(=O)=O.CCOS(C)(=O)=O.CCOS(C)(=O)=O.CCOS(C)(=O)=O.CCOS(C)(=O)=O.COP(=O)(OC)OC.COP(=O)(OC)OC.COP(=O)(OC)OC

***

No. 7
Density functional theory data (wB97M-V/def2-TZVPD) for 2 unconnected molecules or ions with the total composition CH2F3NS.

CARTESIAN COORDINATES (ANGSTROEM)
C -0.57255 -0.38189 -0.25128
N 0.37049 0.48853 -0.94569
F 1.60139 -0.20965 -0.98660
F -0.84133 2.33746 0.18766
F 0.89679 -1.77081 1.71460
S 0.11279 0.98742 0.68220
H -1.52362 -0.12949 -0.60175
H -0.04396 -1.32158 0.20088

ΔE to the lowest compared entry with this formula, charge and spin: 156.7 kcal per mole
E_HOMO (spin up / spin down): -9.490 / -9.492 eV

***

No. 8
Density functional theory data (wB97M-V/def2-TZVPD) for 2 unconnected molecules or ions with the total composition C4H10BrPS2.

CARTESIAN COORDINATES (ANGSTROEM)
C 0.08214 -3.32282 -0.60883
C -0.22741 3.60824 0.63867
C 1.24039 -3.04565 0.30331
C 0.06455 2.74155 -0.53393
P -1.27306 0.46202 0.67111
S 1.93894 -1.37012 0.17314
S -1.38652 1.75130 -0.94710
Br -2.97383 -0.87660 0.05063
H -0.75160 -2.66611 -0.04172
H 0.12058 -2.95948 -1.63915
H -0.07105 -4.30566 -0.59411
H 0.62265 4.23562 0.89679
H -1.02613 4.20556 0.45952
H -0.48369 2.98905 1.58146
H 2.10882 -3.63942 0.11230
H 0.85094 -3.21970 1.27102
H 0.96600 2.15223 -0.33041
H 0.19828 3.26000 -1.46269

ΔE to the lowest compared entry with this formula, charge and spin: 57.1 kcal per mole
E_HOMO (spin up / spin down): -9.065 / -7.721 eV

***

No. 9
Density functional theory data (wB97M-V/def2-TZVPD) for a molecular structure, C3H4N2O.

CARTESIAN COORDINATES (ANGSTROEM)
N 1.05573 0.35772 1.15269
C 1.13352 -0.58171 0.19887
O 0.86793 -0.30301 -0.99221
C -1.11663 0.28956 -1.10245
C -1.19789 0.67302 0.18974
N -0.70624 0.84842 1.27639
H 1.15901 -0.05137 2.07898
H 1.33970 -1.63154 0.48328
H -1.55743 -0.64886 -1.41984
H -0.97769 1.04777 -1.86545

ΔE to the lowest compared entry with this formula, charge and spin: 100.7 kcal per mole
E_HOMO (spin up / spin down): -9.275 / -9.276 eV

***

No. 10
Density functional theory data (wB97M-V/def2-TZVPD) for a molecular structure, C15H20ClDyN3O7.

CARTESIAN COORDINATES (ANGSTROEM)
Dy 0.43790 0.14910 0.50480
C -0.41680 -3.22350 -2.39240
N -1.48690 -2.44590 -1.79400
C -2.63780 -2.22870 -2.64720
C -1.29990 -1.86970 -0.62320
O -0.21110 -1.91610 -0.00340
C -2.44220 -1.11870 0.07970
O -2.02620 0.25160 0.12800
C -2.52370 1.01710 1.22210
C -1.55380 0.85690 2.40900
O -0.74160 -0.09640 2.35210
N -1.60920 1.68700 3.43360
C -2.49950 2.82180 3.53250
C -0.60690 1.58550 4.47720
H -0.83990 -4.11620 -2.84920
H 0.09850 -2.62550 -3.14990
H 0.29510 -3.50930 -1.62010
H -2.31030 -2.30550 -3.68270
H -3.41010 -2.98060 -2.46930
H -3.05130 -1.23320 -2.50530
H -3.41580 -1.20130 -0.41730
H -2.50520 -1.54120 1.09370
H -2.50050 2.05310 0.86470
H -3.54510 0.72400 1.49570
H -2.81870 3.17460 2.55640
H -3.37560 2.56640 4.13010
H -1.97010 3.63550 4.02300
H -0.14520 0.60230 4.43550
H 0.15600 2.34780 4.31710
H -1.07320 1.73370 5.44860
O 4.39750 1.12650 2.59250
C 3.44260 0.57970 1.88700
O 2.31090 0.37850 2.30780
C 3.79310 0.23920 0.47900
C 5.06110 0.20170 -0.08020
C 5.16820 -0.11000 -1.43370
C 4.02000 -0.32510 -2.17890
C 2.78310 -0.22670 -1.54320
N 2.68410 0.01170 -0.24070
C 1.41500 -0.31420 -2.27080
O 1.35540 -0.87160 -3.34840
O 0.47240 0.23290 -1.61550
H 4.10180 1.38880 3.48130
H 5.93700 0.41000 0.51490
H 6.14310 -0.16420 -1.89380
H 4.03900 -0.55460 -3.23300
Cl 0.30760 2.53030 0.94130

Total charge: +1
E_HOMO (spin up / spin down): -12.546 / -12.556 eV
Spin multiplicity: 6

***

No. 11
Density functional theory data (wB97M-V/def2-TZVPD) for a molecular structure, C18H24N2O2Pd.

CARTESIAN COORDINATES (ANGSTROEM)
C 1.79230 4.60909 0.74669
C 1.11173 4.05029 2.10932
O 1.62639 3.04456 2.64813
O -0.02502 4.76425 2.56830
C -1.26076 4.01547 2.38910
C -1.35630 3.14709 1.05911
C -0.91197 1.61708 1.13807
C -0.80216 0.96293 2.58545
C 0.15313 -0.35491 2.60140
C -0.51090 -1.62120 1.84973
C 0.66807 -2.25139 0.91348
C 0.14763 -3.42544 -0.06403
C 0.77217 -3.09750 -1.50889
C 2.31598 -3.29528 -1.68981
C 2.93368 -2.94070 -3.05461
C 1.97104 -2.42287 -4.18057
C 0.41723 -2.22177 -4.00283
N -0.33488 -1.73562 -5.11927
C -1.70780 -1.56451 -4.79139
C -2.29750 -1.87779 -3.39262
N -1.58140 -2.40556 -2.27681
C -0.20808 -2.56000 -2.63730
H 1.77522 3.81652 -0.07658
H 1.22647 5.54939 0.38394
H 2.86623 4.97407 0.95794
H -2.09137 4.81808 2.31129
H -1.46874 3.46665 3.36680
H -0.77698 3.63792 0.18770
H -2.46299 3.17306 0.72084
H 0.07123 1.47331 0.54404
H -1.69614 0.99890 0.54903
H -0.36684 1.64774 3.39917
H -1.84472 0.62583 2.96818
H 1.07932 -0.04343 1.98143
H 0.49510 -0.63450 3.65254
H -1.42198 -1.28610 1.23837
H -0.85278 -2.41453 2.61697
H 0.98508 -1.37220 0.22529
H 1.60098 -2.53470 1.50281
H -0.98437 -3.54621 -0.08812
H 0.58116 -4.41841 0.32466
H 2.90782 -3.65651 -0.78464
H 4.05703 -3.05725 -3.17587
H 2.45258 -2.14501 -5.17683
H -2.40094 -1.16341 -5.61228
H -3.41788 -1.66649 -3.23588
Pd -3.22507 -0.67894 3.32854

Total charge: +2
E_HOMO: -13.963 eV

***

No. 12
Density functional theory data (wB97M-V/def2-TZVPD) for 2 unconnected molecules or ions with the total composition C4H13NOS.

CARTESIAN COORDINATES (ANGSTROEM)
C 2.17562 -0.54010 -0.94020
C 0.74675 -0.17279 -0.51535
N 0.64331 1.22231 -0.17503
C 0.29023 -1.06989 0.65876
C -0.86310 -0.50977 1.48178
S -2.46585 -0.67917 0.57447
H 2.84111 -0.42971 -0.07663
H 2.28256 -1.55709 -1.32022
H 2.48465 0.16945 -1.70089
H 0.07950 -0.41767 -1.32791
H 0.33864 1.86116 -0.87882
H 1.31083 1.53459 0.50386
H 1.14216 -1.24405 1.32693
H -0.00995 -2.06175 0.31344
H -0.71505 0.52610 1.73149
H -0.97742 -1.07081 2.39841
H -3.10365 -1.27398 1.58464
O -1.91109 1.92914 -1.58018
H -2.38240 2.60593 -1.08481
H -1.90685 1.17808 -0.97375

ΔE to the lowest compared entry with this formula, charge and spin: 9.9 kcal per mole
E_HOMO: -8.869 eV
SMILES: C[C@H](N)CCS.O